The following is a DFT calculation (ωB97M-V with the def2-TZVPD basis set) of C25H13Cl2N6O8Pb as an isolated structure.

The geometry in ORCA input format:
```
! RIJCOSX wB97M-V def2-TZVPD def2/J DEFGRID3
* xyz 1 1
Pb 0.427 1.291 -1.263
Cl -2.722 -1.764 4.247
C -2.363 -0.601 3.071
C -1.096 -0.424 2.669
C -0.789 0.522 1.624
N 0.386 0.819 1.186
C 1.584 0.441 1.858
O 1.634 -0.069 2.944
C 2.841 0.836 1.132
C 4.058 0.646 1.759
C 5.207 1.067 1.106
C 5.094 1.651 -0.143
C 3.832 1.785 -0.702
N 2.727 1.391 -0.077
C -1.955 1.295 0.978
C -3.278 1.098 1.530
C -3.476 0.199 2.503
Cl -5.043 -0.060 3.105
N -1.622 2.097 0.029
C -2.483 3.140 -0.452
O -3.611 3.318 -0.081
C -1.836 4.098 -1.418
C -2.550 5.220 -1.798
C -1.937 6.132 -2.643
C -0.649 5.880 -3.082
C -0.023 4.714 -2.666
N -0.597 3.842 -1.845
H -0.305 -1.002 3.115
H 4.084 0.185 2.736
H 6.176 0.940 1.569
H 5.963 1.994 -0.685
H 3.705 2.212 -1.690
H -4.106 1.653 1.126
H -3.555 5.364 -1.429
H -2.459 7.028 -2.953
H -0.134 6.568 -3.738
H 0.974 4.468 -3.014
O 1.332 -1.104 -1.416
C 0.221 -1.539 -1.052
O -0.763 -0.779 -0.784
C 0.040 -3.003 -0.794
C -0.703 -3.388 0.311
C -0.832 -4.729 0.597
C -0.276 -5.716 -0.190
C 0.439 -5.293 -1.292
C 0.626 -3.961 -1.607
N 1.045 -6.319 -2.172
O 1.666 -5.924 -3.133
O 0.879 -7.477 -1.867
N -1.607 -5.119 1.795
O -1.683 -6.294 2.053
O -2.127 -4.223 2.433
H -1.184 -2.654 0.940
H -0.389 -6.765 0.041
H 1.217 -3.687 -2.469
*
```

Calculated values
Kohn-Sham gap (eV): 6.53
HOMO energy (eV): -12.418

Atomic partial charges in e from the natural (NBO) method, atoms 1 to 4: 1.465, 0.163, 0.027, -0.326